--- i ---
Entry from the OMol25 dataset: 5 unconnected molecules or ions with the total composition C23H62N4O4P2S (wB97M-V/def2-TZVPD).

```
! RIJCOSX wB97M-V def2-TZVPD def2/J DEFGRID3
* xyz 0 1
C -1.1012 3.5136 2.9058
C -1.5233 2.0378 2.8255
C -0.3690 1.1645 2.3759
C -0.6686 -0.3501 2.3032
C -1.7915 -0.7782 3.2416
C -1.9405 -2.2850 3.3661
C -3.1980 -2.6663 4.1669
P -4.7643 -2.7851 3.1977
P -5.5109 -0.7198 3.0755
S -5.0992 0.3373 4.6795
H -1.1153 3.9934 1.9332
H -0.1168 3.5695 3.3631
H -1.7994 4.0365 3.5521
H -2.3253 1.9685 2.0918
H -1.8989 1.7651 3.8017
H 0.4856 1.3099 3.0358
H -0.0694 1.5112 1.3886
H 0.2069 -0.9485 2.5399
H -0.9951 -0.5890 1.2931
H -1.6841 -0.3521 4.2348
H -2.7266 -0.3842 2.8536
H -1.0601 -2.7121 3.8431
H -2.0081 -2.7110 2.3664
H -3.0644 -3.6716 4.5525
H -3.3655 -1.9697 4.9815
H -4.2745 -3.0260 1.8957
H -4.9089 -0.1373 1.9413
H -6.8844 -0.7902 2.8028
C -1.1529 3.0105 -2.1272
C -0.0296 2.0463 -1.7608
C 1.0490 1.9052 -2.8434
O 0.6714 1.1082 -3.9487
C -0.0920 1.7670 -4.9433
N -0.6137 0.7526 -1.3912
H -1.8512 2.5714 -2.8393
H -1.7257 3.2727 -1.2377
H -0.7591 3.9334 -2.5574
H 0.4686 2.4503 -0.8738
H 1.9058 1.3912 -2.3969
H 1.4058 2.8859 -3.1842
H 0.2065 2.8136 -5.0507
H -1.1618 1.7090 -4.7306
H 0.0892 1.2524 -5.8869
H 0.1236 0.1458 -1.0410
H -0.9275 0.2988 -2.2460
C -4.9185 1.0091 9.6884
C -4.1773 0.6186 8.4136
C -3.0912 -0.4445 8.6267
O -1.8967 0.0308 9.2188
C -1.9193 0.1326 10.6293
N -3.6470 1.8304 7.7819
H -4.3250 1.6692 10.3212
H -5.8344 1.5437 9.4384
H -5.1925 0.1284 10.2733
H -4.9107 0.1811 7.7304
H -2.7953 -0.8214 7.6433
H -3.4816 -1.2997 9.1951
H -2.5192 -0.6639 11.0793
H -2.2986 1.1040 10.9556
H -0.8925 0.0365 10.9822
H -3.2495 1.5866 6.8778
H -2.8499 2.1388 8.3331
C 1.1292 -2.5885 -5.0618
C 1.3937 -2.1791 -3.6186
C 2.8847 -2.0745 -3.2742
O 3.5452 -3.3124 -3.0858
C 3.9687 -3.9538 -4.2735
N 0.6803 -3.0935 -2.7168
H 1.2982 -3.6537 -5.2241
H 0.0913 -2.3881 -5.3299
H 1.7667 -2.0332 -5.7541
H 0.9709 -1.1816 -3.4871
H 2.9762 -1.5510 -2.3174
H 3.4170 -1.4729 -4.0226
H 4.2760 -3.2279 -5.0329
H 3.1870 -4.5977 -4.6828
H 4.8244 -4.5806 -4.0216
H 0.7679 -2.7589 -1.7609
H 1.1774 -3.9807 -2.7166
C 4.2894 0.7496 -5.9944
C 4.8536 -0.4302 -6.7815
C 6.0671 -0.0725 -7.6513
O 5.7571 0.6283 -8.8392
C 5.5889 2.0262 -8.6949
N 3.7704 -1.0398 -7.5584
H 3.7076 1.4193 -6.6274
H 3.6211 0.3968 -5.2086
H 5.0862 1.3290 -5.5234
H 5.1994 -1.1730 -6.0550
H 6.5332 -1.0052 -7.9800
H 6.8203 0.4766 -7.0711
H 6.2609 2.4344 -7.9345
H 4.5564 2.2829 -8.4465
H 5.8284 2.4857 -9.6534
H 4.1087 -1.8887 -8.0035
H 3.5601 -0.4171 -8.3342
*
```

Properties
SMILES string   CCCCCCCP[PH2]=S.COC[C@@H](C)N.COC[C@@H](C)N.COC[C@@H](C)N.COC[C@@H](C)N
E_HOMO   -8.532 eV
Kohn-Sham gap   9.13 eV


--- ii ---
Entry from the OMol25 dataset: 5 unconnected molecules or ions with the total composition C23H62N4O4P2S (wB97M-V/def2-TZVPD).

```
! RIJCOSX wB97M-V def2-TZVPD def2/J DEFGRID3
* xyz 0 1
C -1.1454 3.5028 3.3296
C -1.5501 1.8902 3.1471
C -0.2895 0.9982 2.5972
C -0.5842 -0.6077 2.4479
C -1.8029 -1.1069 3.4241
C -2.0077 -2.7310 3.5091
C -3.4477 -2.9667 4.3265
P -4.9802 -2.9373 3.1613
P -5.6791 -0.8477 2.8621
S -5.1367 0.3063 4.3800
H -1.2078 4.1008 2.3252
H -0.0894 3.5000 3.8349
H -1.9374 3.9504 4.0919
H -2.4026 1.8693 2.3416
H -1.9475 1.5631 4.2185
H 0.6465 1.1245 3.3150
H 0.0291 1.4247 1.5338
H 0.3632 -1.2900 2.6954
H -0.9466 -0.8118 1.3308
H -1.7225 -0.6832 4.5359
H -2.7989 -0.6589 2.9822
H -1.1052 -3.2542 4.0423
H -2.0769 -3.1676 2.4205
H -3.4020 -4.0766 4.7596
H -3.5819 -2.1564 5.1815
H -4.4636 -3.4078 1.8752
H -4.8969 -0.3702 1.7133
H -7.0904 -0.7608 2.5877
C -1.0835 2.9998 -1.8831
C 0.0442 2.0271 -1.5495
C 1.1123 1.9162 -2.6626
O 0.7099 1.1320 -3.7887
C -0.0908 1.8280 -4.7306
N -0.5373 0.7155 -1.2272
H -1.7970 2.5896 -2.6031
H -1.6540 3.2470 -0.9796
H -0.6879 3.9369 -2.2895
H 0.5442 2.4106 -0.6519
H 1.9831 1.3995 -2.2405
H 1.4648 2.9036 -2.9826
H 0.1906 2.8807 -4.8160
H -1.1448 1.7327 -4.4669
H 0.0455 1.3550 -5.7068
H 0.2104 0.0958 -0.9134
H -0.8463 0.2952 -2.1082
C -4.8401 1.4321 9.3404
C -4.1524 0.8466 8.1102
C -3.1634 -0.2953 8.4417
O -1.9156 0.1453 8.9837
C -1.9464 0.4208 10.3750
N -3.4936 1.9331 7.3700
H -4.1859 2.0918 9.9172
H -5.7092 2.0314 9.0428
H -5.1989 0.6394 10.0057
H -4.9390 0.4250 7.4728
H -2.9128 -0.8041 7.5026
H -3.6230 -1.0512 9.0889
H -2.6196 -0.2496 10.9153
H -2.2252 1.4618 10.5431
H -0.9359 0.2856 10.7700
H -3.1168 1.5534 6.5009
H -2.6588 2.1992 7.8998
C 1.1536 -2.5309 -5.0444
C 1.4627 -2.1650 -3.5953
C 2.9765 -2.0827 -3.2896
O 3.6193 -3.3527 -3.1520
C 3.9774 -3.9637 -4.3812
N 0.7840 -3.1205 -2.7073
H 1.3100 -3.5924 -5.2554
H 0.1039 -2.3144 -5.2771
H 1.7713 -1.9498 -5.7376
H 1.0373 -1.1698 -3.4177
H 3.0954 -1.5862 -2.3186
H 3.5021 -1.4584 -4.0215
H 4.2744 -3.2319 -5.1367
H 3.1539 -4.5790 -4.7458
H 4.8246 -4.6293 -4.1950
H 0.9148 -2.8172 -1.7416
H 1.3025 -4.0020 -2.7563
C 4.3952 0.8111 -6.0807
C 4.8789 -0.3624 -6.9281
C 6.0293 0.0072 -7.8936
O 5.6138 0.7312 -9.0547
C 5.4425 2.1239 -8.8459
N 3.7321 -0.9344 -7.6492
H 3.7715 1.5110 -6.6438
H 3.7869 0.4511 -5.2421
H 5.2396 1.3676 -5.6601
H 5.2624 -1.1217 -6.2360
H 6.4639 -0.9273 -8.2696
H 6.8370 0.5359 -7.3743
H 6.1598 2.5263 -8.1261
H 4.4205 2.3302 -8.5255
H 5.5934 2.6313 -9.8026
H 4.0415 -1.7746 -8.1389
H 3.4951 -0.2867 -8.4059
*
```

Properties
SMILES string   CCCCCCCP[PH2]=S.COC[C@@H](C)N.COC[C@@H](C)N.COC[C@@H](C)N.COC[C@@H](C)N
E_HOMO   -8.383 eV
Kohn-Sham gap   8.86 eV


It turns out i is the most stable, with the second structure 84.3 kcal/mol higher.


--- i ---
Entry from the OMol25 dataset: 2 unconnected molecules or ions with the total composition C5H6F3N2 (wB97M-V/def2-TZVPD).

```
! RIJCOSX wB97M-V def2-TZVPD def2/J DEFGRID3
* xyz 1 1
C -0.5034 1.3991 0.9495
C -1.1492 0.3239 1.6232
C 0.5977 1.1413 0.1873
C -0.6239 -0.9435 1.4691
C 1.1418 -0.1501 0.0216
N 0.4956 -1.0874 0.7523
N 0.2185 -0.4899 -2.3201
F -2.2192 0.5039 2.4444
F 1.1581 2.2008 -0.4007
F -1.1421 -1.9341 2.0696
H -0.7874 2.4688 0.9732
H 1.7973 -0.4205 -0.8221
H 0.8441 -2.0890 0.7494
H 0.0671 -1.1242 -3.0788
H 0.6843 0.3408 -2.7615
H -0.5793 -0.1397 -1.8563
*
```

Properties
E_HOMO   -14.125 eV
Kohn-Sham gap   8.94 eV


--- ii ---
Entry from the OMol25 dataset: a gas-phase ion, C5H6F3N2 (charge +1) (wB97M-V/def2-TZVPD).

```
! RIJCOSX wB97M-V def2-TZVPD def2/J DEFGRID3
* xyz 1 1
C 1.5051 -0.3991 -0.6610
C 1.9502 0.5927 -0.0282
C 0.1048 -0.9286 -0.9528
C -0.8814 0.5847 0.5813
C -0.7168 -0.2208 1.8270
N -1.0986 0.6889 -1.8146
N -0.7667 0.1915 -0.6749
F 2.6348 1.3917 0.6354
F -1.4845 1.8029 0.6933
F 0.5353 -0.7038 1.8455
H 2.3028 -0.8478 -1.4346
H 0.1646 -1.2459 -1.9680
H -0.0447 -1.8343 -0.4816
H -1.4739 -0.9921 1.6334
H -0.8232 0.6178 2.6551
H -1.9077 1.3022 -1.8553
*
```

Properties
E_HOMO (alpha / beta)   -12.571 / -13.826 eV
Kohn-Sham gap (alpha / beta)   5.84 / 8.08 eV


It turns out i is the most stable, with the second structure 165.6 kcal/mol higher.


--- i ---
Entry from the OMol25 dataset: 2 unconnected molecules or ions with the total composition C5H9NO4 (wB97M-V/def2-TZVPD).

```
! RIJCOSX wB97M-V def2-TZVPD def2/J DEFGRID3
* xyz 0 1
C -0.8076 -1.3624 0.4424
C -0.5909 -0.6052 -0.8726
N -0.3747 0.8178 -0.6746
C 0.8390 1.3605 -0.4513
O 1.0321 2.5417 -0.1965
C 1.9991 0.3998 -0.6266
O 1.7545 -0.6647 -1.5431
C 0.5538 -1.2270 -1.6555
O 0.4134 -2.2021 -2.3498
H 0.0620 -1.2606 1.1060
H -1.6859 -0.9510 0.9543
H -0.9802 -2.4273 0.2426
H -1.4778 -0.7232 -1.5068
H -1.1858 1.4158 -0.5646
H 2.8586 0.9542 -1.0148
H 2.2674 -0.0157 0.3567
H -1.2027 1.6090 2.1419
O -1.6299 1.6291 3.0107
H -1.8444 0.7113 3.2015
*
```

Properties
SMILES string   C[C@H]1NC(=O)COC1=O.O
E_HOMO   -10.424 eV
Kohn-Sham gap   10.75 eV


--- ii ---
Entry from the OMol25 dataset: 3 unconnected molecules or ions with the total composition C5H9NO4 (wB97M-V/def2-TZVPD).

```
! RIJCOSX wB97M-V def2-TZVPD def2/J DEFGRID3
* xyz 0 1
C 0.2827 1.8476 1.0488
C 0.8544 0.5164 0.6790
N 1.5058 -0.7400 -1.4540
O 0.8446 0.4069 -0.9063
O 1.6424 -0.1446 1.2779
H 1.9906 -0.4194 -2.2953
H 2.2113 -1.0385 -0.7741
H 0.2858 1.9739 2.1381
H -0.7537 1.8675 0.7096
H 0.8424 2.6417 0.5598
C -0.8559 0.5253 -2.1662
C -1.3195 -0.8306 1.2508
C -0.8969 -1.9689 0.7095
O -1.7199 0.8000 -1.4086
O -0.4876 0.1843 -3.2209
H -1.9480 -0.1628 0.6441
H -1.2202 -0.6436 2.3103
H -0.2649 -2.6583 1.2480
H -0.9935 -2.1571 -0.3506
*
```

Properties
SMILES string   CC(=O)ON.O=C=O.C=C
E_HOMO   -9.640 eV
Kohn-Sham gap   10.14 eV


It turns out i is the most stable, with the second structure 73.5 kcal/mol higher.


--- i ---
Entry from the OMol25 dataset: 6 unconnected molecules or ions with the total composition C11H37N8O6 (wB97M-V/def2-TZVPD).

```
! RIJCOSX wB97M-V def2-TZVPD def2/J DEFGRID3
* xyz 1 1
O -0.3261 -0.6940 0.7327
H -0.0029 -0.6798 1.6812
H 0.4266 -0.4996 0.1188
H -0.7462 -1.5447 0.4630
C 0.4038 3.2744 1.9734
O 0.7126 2.2566 1.3195
N 1.2784 4.2813 2.2599
N -0.6987 3.3014 2.7106
H 1.0555 5.1515 2.7077
H 2.1508 4.2043 1.7638
H -0.8957 4.1030 3.2874
H -1.4702 2.6719 2.5926
C 2.9584 -0.3625 -0.4765
O 2.0881 -1.2089 -0.1700
N 4.0070 -0.6803 -1.2888
N 2.9460 0.9237 -0.1065
H 4.8906 -0.2436 -1.0895
H 3.9688 -1.6170 -1.6554
H 3.8131 1.3913 -0.3025
H 2.1822 1.2248 0.5005
C 0.5790 -1.3483 4.2981
O 0.4335 -1.4164 3.0753
N 1.6799 -1.7466 4.9568
N -0.3079 -0.6898 5.0851
H 2.4971 -2.1241 4.5128
H 1.6904 -1.5202 5.9347
H -1.1034 -0.3471 4.5887
H -0.1166 -0.5105 6.0526
C -0.5195 -5.1380 -0.7594
C -0.7836 -3.6257 -0.5907
C -1.7891 -3.0898 -1.6457
O -1.8648 -1.6899 -1.4895
C -2.4793 -1.1281 -2.6314
N -1.2263 -3.3827 0.7941
H 0.1143 -5.5804 0.0111
H 0.0699 -5.2890 -1.6665
H -1.4481 -5.7093 -0.7724
H 0.1559 -3.1006 -0.7802
H -2.7556 -3.5992 -1.5991
H -1.3188 -3.2833 -2.6147
H -1.8283 -1.0492 -3.5118
H -2.7231 -0.0782 -2.4730
H -3.3282 -1.6701 -3.0536
H -0.7111 -4.0444 1.3580
H -2.2191 -3.5516 0.8973
C 0.9332 1.3071 -2.7830
C 0.3246 2.7077 -2.7865
C -1.1831 2.7672 -2.5760
O -1.4340 2.1011 -1.3136
C -2.7730 2.2562 -0.9039
N 0.9597 3.3808 -1.6548
H 0.7597 0.7376 -1.8689
H 2.0181 1.3132 -2.8933
H 0.5165 0.6680 -3.5686
H 0.7742 3.2699 -3.6105
H -1.6697 2.2164 -3.3844
H -1.4860 3.8138 -2.6247
H -2.8364 2.1141 0.1726
H -3.4433 1.6130 -1.4842
H -3.2212 3.2241 -1.1550
H 0.4095 2.9243 -0.9296
H 1.9122 3.0440 -1.6340
*
```

Properties
E_HOMO   -10.902 eV
Kohn-Sham gap   8.99 eV


--- ii ---
Entry from the OMol25 dataset: 6 unconnected molecules or ions with the total composition C11H37N8O6 (wB97M-V/def2-TZVPD).

```
! RIJCOSX wB97M-V def2-TZVPD def2/J DEFGRID3
* xyz 1 1
O 0.9157 4.9478 -26.9286
H 1.3118 4.8910 -27.8013
H 1.3237 4.4649 -26.2061
H 0.0026 4.6517 -26.9164
C 4.5259 6.0818 -28.9269
O 4.7188 7.2971 -29.0381
N 3.8517 5.5782 -27.9419
N 5.2515 5.1962 -29.5921
H 3.4421 6.1817 -27.2433
H 3.9424 4.5736 -27.8897
H 5.7171 5.6010 -30.3917
H 5.2081 4.2268 -29.3119
C -2.6828 4.0737 -26.1024
O -1.5428 4.2797 -26.4255
N -3.2368 4.5209 -24.9405
N -3.5044 3.3631 -26.8887
H -4.2064 4.3878 -24.6909
H -2.6710 5.0453 -24.2886
H -3.1630 3.0860 -27.7980
H -4.4438 3.1453 -26.5884
C 0.5179 1.7086 -29.0804
O 1.5807 1.9766 -29.5999
N 0.3019 1.6413 -27.8238
N -0.6061 1.4143 -29.7065
H -0.6440 1.7683 -27.4931
H 1.1107 1.7013 -27.2219
H -1.4104 0.9665 -29.2910
H -0.5486 1.6266 -30.6923
C 0.7186 6.2444 -31.4618
C 0.4054 6.0021 -30.0049
C -1.1204 5.6138 -29.8380
O -1.4944 4.5135 -30.6941
C -2.8376 4.0253 -30.4563
N 1.2437 4.9133 -29.5070
H 0.3964 5.4619 -32.1488
H 1.7680 6.3755 -31.7259
H 0.2772 7.2220 -31.6552
H 0.5127 6.8762 -29.3626
H -1.8490 6.3905 -30.0705
H -1.4858 5.3415 -28.8478
H -3.5446 4.8547 -30.4736
H -2.9303 3.6726 -29.4291
H -3.0791 3.1714 -31.0892
H 2.0951 5.1880 -29.9759
H 1.0661 4.0521 -30.0038
C 2.8356 1.1411 -24.8790
C 2.2331 2.6159 -24.8356
C 2.3066 3.1962 -23.4543
O 1.9495 4.4789 -23.4118
C 1.3505 4.9246 -22.1915
N 2.8737 3.4672 -25.8499
H 3.8588 1.1394 -24.5032
H 2.7280 0.8073 -25.9110
H 2.2326 0.4020 -24.3514
H 1.1992 2.6210 -25.1807
H 3.2617 2.9559 -22.9873
H 1.5356 2.6066 -22.9583
H 1.2499 6.0096 -22.1616
H 1.9355 4.6534 -21.3127
H 0.3420 4.5198 -22.1070
H 3.5892 3.8422 -25.2435
H 3.3437 2.7751 -26.4158
*
```

Properties
E_HOMO   -11.719 eV
Kohn-Sham gap   9.39 eV


It turns out i is the most stable, with the second structure 41.4 kcal/mol higher.


--- i ---
Entry from the OMol25 dataset: a gas-phase ion, C5H12N2O (charge +1) (wB97M-V/def2-TZVPD).

```
! RIJCOSX wB97M-V def2-TZVPD def2/J DEFGRID3
* xyz 1 2
C 0.6295 -0.3809 -0.6248
C 1.2494 0.8716 0.1838
C 1.7487 1.6277 -0.9284
N 0.7407 2.2668 -1.8806
C -0.6217 -0.8077 0.1292
N -0.5162 -1.1988 1.4228
C -1.6561 -1.6859 2.1238
O -1.7065 -0.9520 -0.5474
H 1.3113 -1.1521 -0.7728
H 0.4649 -0.0455 -1.7262
H 0.5158 1.2391 0.9014
H 1.9833 0.6255 0.8779
H 2.3934 1.1406 -1.7329
H 2.4618 2.5546 -0.6467
H 0.3817 3.1854 -1.5435
H -0.0298 1.6306 -1.9217
H 0.4647 -1.0308 1.8766
H -1.8875 -1.0678 3.0493
H -1.5846 -2.7817 2.4574
H -2.4934 -1.9071 1.4633
*
```

Properties
E_HOMO (alpha / beta)   -13.128 / -13.121 eV
Kohn-Sham gap (alpha / beta)   8.95 / 4.45 eV


--- ii ---
Entry from the OMol25 dataset: 2 unconnected molecules or ions with the total composition C5H12N2O (wB97M-V/def2-TZVPD).

```
! RIJCOSX wB97M-V def2-TZVPD def2/J DEFGRID3
* xyz 1 2
C -0.1831 2.8011 -0.0618
N -1.3607 1.9832 -0.0196
C -1.9241 1.5170 1.1075
N -3.1124 1.0253 0.9807
H -0.3300 3.6269 -0.7646
H 0.0443 3.1796 0.9293
H 0.6648 2.2031 -0.4018
H -2.0053 1.9501 -0.8170
H -1.3369 1.6129 2.0111
H -3.4854 0.6973 1.8730
C 2.0561 -2.3434 -0.0404
O 2.8951 -2.5094 -1.1694
C 1.2068 -1.1540 -0.3307
C -0.1155 -1.1764 -0.3413
H 2.6450 -2.1659 0.8683
H 1.4132 -3.2043 0.1213
H 3.4796 -3.2615 -1.0130
H 1.7418 -0.2311 -0.5082
H -0.7059 -0.3426 -0.7017
H -0.6775 -2.0662 -0.0776
*
```

Properties
E_HOMO (alpha / beta)   -12.906 / -12.902 eV
Kohn-Sham gap (alpha / beta)   8.96 / 4.56 eV


It turns out ii is the most stable, with the second structure 17.8 kcal/mol higher.